Molecular formula: C5H7N
Method: DFT, wB97M-V/def2-TZVPD

Each line ends with the natural charge from an NBO analysis.
Geometry (Å):
1 C -1.7588 0.1164 0.0678  -0.4032
2 N -0.3225 0.0078 -0.0742  -0.3533
3 C 0.4988 -1.1538 0.2135  -0.3678
4 C 1.9115 -0.8615 -0.1231  -0.1040
5 C 1.8487 0.5395 -0.3297  -0.4502
6 C 0.5352 0.9969 -0.3432  0.1114
7 H -2.0450 0.4887 1.0581  0.2012
8 H -2.2114 -0.8684 -0.0771  0.2156
9 H -2.1634 0.7898 -0.6940  0.2126
10 H 0.0015 -2.1085 0.0338  0.2307
11 H 0.8427 -1.1336 1.2755  0.2820
12 H 2.7059 1.1843 -0.4877  0.2173
13 H 0.1568 2.0024 -0.5195  0.2077

Summary:
**HOMO**: -7.827 eV
**Frontier orbital gap**: 8.446 eV

---

Molecular formula: C11H13ClO
Method: DFT, wB97M-V/def2-TZVPD

Each line ends with the natural charge from an NBO analysis.
Geometry (Å):
1 C -2.0632 -3.5100 -0.2695  -0.6425
2 C -1.0463 -2.6524 0.4901  -0.2492
3 C -0.7952 -1.4255 0.1570  -0.0501
4 Cl -1.8481 -0.5729 -0.9203  -0.0285
5 C 0.3942 -0.2014 0.9078  0.3291
6 C 1.7020 -1.0365 0.8569  -0.6413
7 O -0.0551 -0.0725 2.1742  -0.7053
8 C 0.3237 0.9722 0.0089  -0.0861
9 C 0.7657 1.0563 -1.2693  -0.1873
10 C 0.8311 2.2729 -1.9742  -0.1936
11 C 0.4979 3.4318 -1.2654  -0.2111
12 C 0.1264 3.3750 0.0264  -0.2105
13 C -0.0271 2.1974 0.6225  -0.1865
14 H -1.6676 -4.5618 -0.4162  0.2188
15 H -2.8647 -3.5146 0.3767  0.2163
16 H -2.4487 -2.9446 -1.1269  0.2308
17 H -0.4380 -3.2105 1.2670  0.2204
18 H 1.8619 -1.5574 -0.0874  0.2210
19 H 2.5043 -0.2998 0.9641  0.2083
20 H 1.7448 -1.8182 1.5847  0.2250
21 H 0.1095 0.8319 2.5793  0.4801
22 H 1.0353 0.2461 -1.9310  0.2176
23 H 0.8489 2.2328 -3.0816  0.2182
24 H 0.7769 4.2338 -1.8484  0.2105
25 H -0.0620 4.3250 0.4836  0.2154
26 H -0.2066 2.2030 1.6911  0.1806

Summary:
**HOMO**: -8.940 eV
**Frontier orbital gap**: 9.702 eV

---

Molecular formula: C44H110O22
Method: DFT, wB97M-V/def2-TZVPD

Each line ends with the Mulliken charge.
Geometry (Å):
1 C 0.8275 0.8447 -4.8049  -0.4239
2 O 0.2257 -0.4315 -5.1514  -0.1993
3 C 0.9201 -1.1318 -6.1744  -0.5626
4 C 0.1483 -2.1851 -6.8806  1.0303
5 O 0.9895 -3.0409 -7.7170  -0.3660
6 C 0.4124 -4.1307 -8.2632  -0.6234
7 H 1.7175 0.6302 -4.2132  -0.1172
8 H 0.0530 1.4144 -4.2914  0.1288
9 H 1.0491 1.3704 -5.7337  0.4970
10 H 1.8280 -1.5517 -5.7415  0.2964
11 H 1.2312 -0.4405 -6.9576  0.3164
12 H -0.6722 -1.7804 -7.4731  0.3417
13 H -0.3761 -2.7828 -6.1350  -1.0274
14 H 1.1234 -4.7296 -8.8322  0.2601
15 H -0.3074 -3.8521 -9.0329  0.2992
16 H -0.1678 -4.6579 -7.5059  0.1864
17 C -5.1891 1.8761 -1.5935  -0.6439
18 O -4.6339 0.8341 -2.4717  -0.3627
19 C -3.3472 1.1045 -2.9251  0.4913
20 C -3.2766 0.4278 -4.3464  0.2099
21 O -3.7105 1.2877 -5.3921  -0.4440
22 C -5.1163 1.8315 -5.2702  -0.5966
23 H -4.6654 1.7753 -0.6429  0.1625
24 H -6.2424 1.6842 -1.3886  0.2695
25 H -5.0620 2.8985 -1.9492  0.3602
26 H -2.5548 0.6632 -2.3206  -0.4218
27 H -3.0182 2.1321 -3.0798  0.4508
28 H -3.7929 -0.5188 -4.5059  0.3886
29 H -2.2134 0.2308 -4.4845  -0.4725
30 H -5.7625 0.9940 -5.0073  0.2780
31 H -5.5327 2.3624 -6.1264  0.3248
32 H -5.1566 2.5050 -4.4141  0.1515
33 C -1.6277 5.1497 4.1086  -1.1260
34 O -1.5915 4.2490 3.0056  0.3322
35 C -2.4256 4.8046 1.9733  -0.9128
36 C -2.2462 3.9619 0.7349  0.0461
37 O -0.9744 4.1185 0.0117  -0.5713
38 C 0.2378 3.8468 0.7752  -0.3588
39 H -1.3111 6.1732 3.9078  0.3717
40 H -1.0560 4.7590 4.9504  0.3122
41 H -2.6136 5.2287 4.5667  0.3142
42 H -2.0610 5.8187 1.8098  0.5542
43 H -3.4589 4.8769 2.3125  0.3952
44 H -3.1449 4.0679 0.1272  0.3967
45 H -2.1984 2.9267 1.0727  -0.2816
46 H 0.0884 2.9669 1.4009  0.0078
47 H 0.5069 4.7295 1.3553  0.2926
48 H 1.1354 3.8766 0.1575  0.2887
49 C 2.9564 -1.3975 2.7119  -0.4225
50 O 4.2561 -1.2079 2.3685  -0.0477
51 C 5.2697 -1.7570 3.2513  -0.7310
52 C 6.7468 -1.2817 2.9022  -0.5609
53 O 7.1779 -2.0333 1.7690  -0.2593
54 C 8.5761 -1.9831 1.4645  -0.8677
55 H 2.8392 -2.2138 3.4246  0.5453
56 H 2.3968 -1.5707 1.7927  -0.4972
57 H 2.6763 -0.5144 3.2862  0.3510
58 H 5.2402 -2.8397 3.3735  0.3170
59 H 5.0423 -1.3076 4.2180  0.4312
60 H 7.3025 -1.5397 3.8037  0.4322
61 H 6.8812 -0.2188 2.7020  0.3317
62 H 9.1544 -2.2692 2.3430  0.3659
63 H 8.9448 -1.0715 0.9942  0.2979
64 H 8.8068 -2.8476 0.8421  0.2767
65 C -3.8447 1.2293 3.3174  -0.4611
66 O -5.1591 1.6535 3.0632  -0.4164
67 C -5.4344 2.9907 3.5565  -0.1057
68 C -6.8699 3.0447 4.0477  -0.7230
69 O -7.7564 2.3730 3.1989  -0.3760
70 C -8.0774 3.1350 2.0369  -0.6616
71 H -2.9903 1.8805 3.1327  0.0477
72 H -3.7111 0.2634 2.8304  0.1519
73 H -3.9568 0.9453 4.3638  0.4991
74 H -5.3418 3.7295 2.7604  0.0784
75 H -4.7330 3.3216 4.3224  0.3435
76 H -7.1466 4.0816 4.2380  0.3851
77 H -6.9315 2.6712 5.0699  0.3961
78 H -8.6220 4.0298 2.3386  0.3314
79 H -8.8519 2.6647 1.4311  0.2931
80 H -7.2716 3.3652 1.3399  0.1717
81 C 4.6093 0.9545 -5.5554  -0.5814
82 O 5.4924 1.3245 -4.5503  -0.4730
83 C 4.9891 1.0245 -3.2414  -0.5854
84 C 5.2209 -0.3737 -2.6559  0.1501
85 O 6.4310 -1.1196 -2.7401  -0.5219
86 C 7.5338 -0.5747 -2.0099  -0.5090
87 H 4.3984 -0.0940 -5.3448  0.2587
88 H 4.9331 1.0382 -6.5928  0.3511
89 H 3.6812 1.5140 -5.4385  0.2180
90 H 3.9556 1.3520 -3.1292  0.3606
91 H 5.5392 1.6654 -2.5522  0.3469
92 H 4.4646 -1.0528 -3.0494  -0.0405
93 H 5.0026 -0.3626 -1.5881  0.4106
94 H 7.2510 -0.6039 -0.9577  0.0823
95 H 7.7667 0.4471 -2.3098  0.2953
96 H 8.4750 -1.0654 -2.2579  0.3206
97 C 2.3036 5.6316 3.8230  -0.4639
98 O 3.6118 5.5083 3.2727  -0.3688
99 C 4.4573 4.4747 3.7419  -0.8884
100 C 4.0645 3.0042 3.3763  0.0099
101 O 3.9128 2.9715 1.9790  -0.5003
102 C 3.4655 1.8220 1.3168  0.3152
103 H 1.6632 4.7727 3.6224  0.0214
104 H 1.8869 6.4872 3.2916  0.2667
105 H 2.3038 5.7593 4.9055  0.3771
106 H 4.4289 4.5376 4.8298  0.4248
107 H 5.4952 4.5580 3.4199  0.3711
108 H 3.1453 2.8286 3.9352  0.0457
109 H 4.7594 2.2301 3.7017  0.2869
110 H 4.3350 1.1653 1.3456  0.3992
111 H 3.2255 2.0117 0.2706  0.2645
112 H 2.6604 1.3001 1.8340  -0.5949
113 C -0.2182 1.7333 9.3370  -0.7867
114 O -0.2994 1.6940 7.8962  -0.2500
115 C -1.3564 0.8701 7.3371  -0.8244
116 C -1.4021 0.9664 5.7329  0.0457
117 O -0.0921 0.7691 5.1129  -0.4943
118 C -0.1969 0.9754 3.7525  0.9586
119 H 0.7301 2.2001 9.6036  0.2410
120 H -0.1673 0.7408 9.7846  0.3118
121 H -1.0385 2.2940 9.7850  0.3018
122 H -2.3337 1.1182 7.7512  0.3830
123 H -1.1601 -0.1863 7.5205  0.3724
124 H -1.7450 1.9544 5.4258  0.1376
125 H -2.1405 0.2054 5.4801  0.2350
126 H -1.0012 0.4204 3.2697  -0.2501
127 H 0.7196 0.6846 3.2390  -0.5774
128 H -0.2701 2.0556 3.6260  0.0961
129 C -2.7762 -4.8523 -0.5169  -1.0243
130 O -1.4182 -4.5588 -0.8953  0.3867
131 C -0.4595 -5.4440 -0.4792  -0.6803
132 C 0.8985 -5.0220 -1.1666  0.3227
133 O 2.0079 -5.4097 -0.4127  -0.5167
134 C 2.2743 -4.7605 0.8533  -0.4040
135 H -3.2404 -4.0220 -1.0492  0.1894
136 H -2.8715 -4.6874 0.5564  0.3760
137 H -3.0775 -5.8706 -0.7628  0.3229
138 H -0.6733 -6.4424 -0.8606  0.3277
139 H -0.3842 -5.5740 0.6004  0.4656
140 H 0.9372 -3.9487 -1.3524  -0.4305
141 H 0.9913 -5.4089 -2.1814  0.3045
142 H 1.7640 -5.3102 1.6442  0.3853
143 H 1.9029 -3.7377 0.9152  -0.0426
144 H 3.3156 -4.7578 1.1755  0.2815
145 C -1.3671 -2.2481 1.4990  -0.7499
146 O -0.3715 -1.4222 0.8427  0.2203
147 C -0.8297 -0.2522 0.1621  0.2222
148 C 0.3464 0.6511 -0.3478  1.3241
149 O 1.0243 0.0985 -1.5469  0.0090
150 C 1.9176 -0.9376 -1.1585  -0.0749
151 H -2.2053 -2.3986 0.8186  0.2539
152 H -1.6420 -1.7938 2.4509  0.2622
153 H -0.8771 -3.2163 1.6018  0.0443
154 H -1.3654 0.2277 0.9811  -0.1689
155 H -1.5321 -0.5799 -0.6043  -0.0716
156 H 1.0739 0.8662 0.4349  -1.3081
157 H -0.0108 1.6497 -0.5994  0.1961
158 H 1.3989 -1.8436 -0.8451  -0.1142
159 H 2.5761 -0.5585 -0.3769  -0.1462
160 H 2.4987 -1.2722 -2.0178  -0.0215
161 C -1.6141 -2.3272 -3.3472  -0.1969
162 O -2.6328 -3.3195 -3.7504  -0.3114
163 C -2.1226 -4.4954 -4.2509  0.9599
164 C -3.1755 -5.5845 -4.6657  -0.9654
165 O -3.8208 -6.3993 -3.6543  -0.4098
166 C -5.0142 -5.7904 -3.0626  -0.6410
167 H -0.6639 -2.6240 -2.9032  0.2253
168 H -1.9848 -1.6122 -2.6127  -0.0703
169 H -1.2778 -1.8963 -4.2902  0.1425
170 H -1.4908 -4.9961 -3.5172  -0.2422
171 H -1.4028 -4.2669 -5.0369  -0.3375
172 H -2.7948 -6.1995 -5.4811  0.3585
173 H -3.9772 -4.9815 -5.0922  0.4006
174 H -4.7704 -4.7636 -2.7897  0.2002
175 H -5.3476 -6.3021 -2.1598  0.2688
176 H -5.7837 -5.7509 -3.8336  0.3689

Summary:
**HOMO**: -9.186 eV
**Frontier orbital gap**: 9.549 eV

---

Molecular formula: C4H13NO2
Method: DFT, wB97M-V/def2-TZVPD

Each line ends with the natural charge from an NBO analysis.
Geometry (Å):
1 C 0.1266 1.7297 -1.3456  -0.3865
2 C 0.1738 0.4277 -1.4508  -0.1868
3 C 0.1516 -0.6683 -0.3738  -0.4478
4 C 1.6138 -1.0050 0.1628  -0.2196
5 N 1.4823 -1.4741 1.5932  -0.8634
6 H 0.1904 2.2481 -0.3431  0.1899
7 H 0.0485 2.3895 -2.2355  0.2027
8 H 0.3615 0.0829 -2.4273  0.1809
9 H -0.3600 -0.3232 0.5980  0.2135
10 H -0.5085 -1.6861 -0.7464  0.2109
11 H 2.3513 -0.1045 0.1567  0.1925
12 H 2.1056 -1.7320 -0.4609  0.1977
13 H 1.3071 -2.4832 1.4647  0.3609
14 H 0.7204 -1.1231 2.1974  0.3542
15 O -0.0580 0.7296 3.3744  -0.9649
16 H 0.7332 0.3689 2.7932  0.4791
17 H 0.2369 1.4395 3.9908  0.4844
18 O -2.9340 0.3487 -2.4287  -0.9155
19 H -3.4225 -0.4439 -2.3293  0.4580
20 H -2.5992 0.1544 -3.3321  0.4598

Summary:
**HOMO**: -9.097 eV
**Frontier orbital gap**: 9.880 eV

---

Molecular formula: C11H12F3NO3
Method: DFT, wB97M-V/def2-TZVPD

Each line ends with the natural charge from an NBO analysis.
Geometry (Å):
1 C -5.7133 -0.0075 0.2783  -0.6349
2 C -4.8872 0.6283 -0.8292  -0.0762
3 O -3.5728 0.9693 -0.3687  -0.4974
4 C -2.6602 0.0071 -0.3683  0.8007
5 O -2.8367 -1.1219 -0.7444  -0.6072
6 C -1.3274 0.5184 0.1565  -0.3188
7 N -0.4031 -0.5766 0.2253  -0.6169
8 C 0.9512 -0.4382 0.3134  0.2671
9 C 1.7743 -1.5510 0.0920  -0.2642
10 C 3.1429 -1.4564 0.2138  -0.2126
11 C 3.7112 -0.2414 0.5638  0.1998
12 O 5.1257 -0.1470 0.7175  -0.4996
13 C 5.7758 0.2060 -0.3641  1.1672
14 F 5.4274 1.4162 -0.8502  -0.3359
15 F 5.6200 -0.6384 -1.4049  -0.3351
16 F 7.0809 0.2612 -0.1124  -0.3117
17 C 2.9235 0.8738 0.7873  -0.1961
18 C 1.5516 0.7758 0.6673  -0.3118
19 H -6.7203 -0.1944 -0.0826  0.2202
20 H -5.7616 0.6542 1.1396  0.2124
21 H -5.2677 -0.9519 0.5811  0.2229
22 H -5.3233 1.5742 -1.1552  0.1933
23 H -4.7970 -0.0560 -1.6785  0.2002
24 H -0.9834 1.3133 -0.5207  0.2167
25 H -1.4951 0.9681 1.1436  0.2174
26 H -0.7623 -1.4380 -0.1660  0.4117
27 H 1.3227 -2.4927 -0.1810  0.2115
28 H 3.7740 -2.3130 0.0377  0.2325
29 H 3.3847 1.8113 1.0552  0.2301
30 H 0.9456 1.6473 0.8539  0.2145

Summary:
**HOMO**: -8.131 eV
**Frontier orbital gap**: 8.779 eV

---

Number 1: strongest force on any atom 0.0102 hartree/bohr, lowest unoccupied orbital energy 0.6 eV. Number 2: strongest force on any atom 0.1196 hartree/bohr, lowest unoccupied orbital energy 0.8 eV. Number 3: strongest force on any atom 0.0786 hartree/bohr, lowest unoccupied orbital energy 0.4 eV. Number 4: strongest force on any atom 0.0718 hartree/bohr, lowest unoccupied orbital energy 0.8 eV. Number 5: strongest force on any atom 0.0390 hartree/bohr, lowest unoccupied orbital energy 0.6 eV.